# CH4N2S

A cluster of 2 separate species, CH4N2S in total (ωB97M-V/def2-TZVPD, the OMol25 dataset).

```
8
Properties=species:S:1:pos:R:3:forces:R:3
C 1.8985 0.8012 0.0186 -2.965 3.197 0.566
N 1.4499 0.4874 1.1469 1.897 -0.128 -0.844
S 2.8111 -0.5125 -0.0345 2.414 -3.234 1.095
H 1.5593 1.4358 -0.7721 0.023 0.974 0.063
N -0.2177 -0.2920 -0.8457 -3.458 -1.981 -1.201
H 0.6305 -0.7845 -0.4860 -1.977 -0.482 -0.652
H -0.0768 -0.1676 -1.8514 0.337 0.008 0.167
H -1.1983 -0.9071 -0.9072 3.729 1.646 0.806
```
Forces are in eV/Å.

Its spin multiplicity is 1. As for the SMILES: C1=NS1.N. As for the HOMO energy: -8.95 eV. For the HOMO-LUMO gap, the calculation gives 8.135 eV.

In the natural (NBO) picture, each atom carries the following charge in e:
1. C -0.169
2. N -0.200
3. S 0.156
4. H 0.233
5. N -1.109
6. H 0.366
7. H 0.349
8. H 0.375

# CH4N2S

A structure of composition CH4N2S (ωB97M-V/def2-TZVPD, the OMol25 dataset).

```
8
Properties=species:S:1:pos:R:3:forces:R:3
C 0.7796 -0.2310 -1.1203 6.148 3.654 -2.089
H 0.1447 -0.5758 1.9506 -0.989 0.646 -0.710
H -0.4543 -1.6047 -0.6819 -0.704 0.279 1.003
H 1.4691 -1.1077 -1.7749 -2.492 2.302 2.006
H 0.5144 1.7467 -0.5586 3.535 -2.673 -2.116
N -0.3054 -0.6268 -0.4370 -1.202 -0.655 1.314
N 1.4136 0.9943 -1.1865 -6.293 -1.917 2.503
S -0.8818 0.0222 1.1970 1.997 -1.636 -1.911
```
Forces are in eV/Å.

Its spin multiplicity is 1. As for the HOMO energy: -9.24 eV. For the HOMO-LUMO gap, the calculation gives 9.247 eV.

In the natural (NBO) picture, each atom carries the following charge in e:
1. C 0.235
2. H 0.130
3. H 0.401
4. H 0.183
5. H 0.287
6. N -0.756
7. N -0.657
8. S 0.177

# CH4N2S

A cluster of 2 separate species, CH4N2S in total (ωB97M-V/def2-TZVPD, the OMol25 dataset).

```
8
Properties=species:S:1:pos:R:3:forces:R:3
C -0.2577 0.7795 -0.5035 0.448 2.608 -0.577
N -0.1587 -0.6327 -0.5429 -1.312 -1.914 -0.295
N 0.6710 0.0166 0.2569 1.515 0.341 1.049
S 2.3861 -0.0430 -0.0802 -0.775 0.032 -0.891
H 0.1605 1.2755 -1.4468 -0.897 -0.420 1.349
H -0.9585 1.3479 0.1499 0.224 -0.566 -0.985
H -1.8683 -1.2453 0.7950 0.253 0.033 -0.248
H 2.1622 0.0458 -1.4346 0.543 -0.113 0.598
```
Forces are in eV/Å.

Its spin multiplicity is 1. As for the HOMO energy (spin up / spin down): -9.84 / -8.98 eV. For the HOMO-LUMO gap (spin up / spin down), the calculation gives 9.267 / 8.996 eV.

In the natural (NBO) picture, each atom carries the following charge in e:
1. C -0.156
2. N -0.157
3. N -0.357
4. S 0.176
5. H 0.179
6. H 0.206
7. H 0.009
8. H 0.100

# CH4N2S2

A cluster of 2 separate species, CH4N2S2 in total (ωB97M-V/def2-TZVPD, the OMol25 dataset).

```
9
Properties=species:S:1:pos:R:3:forces:R:3
N -0.6495 -0.7328 1.1913 1.256 -3.430 1.596
S -2.2773 -1.5780 0.5273 0.778 0.197 0.853
H -0.9718 0.1929 1.0620 0.765 1.137 -0.175
H -0.1257 -0.9313 2.1550 -2.300 0.646 -2.218
H 0.0062 -1.1642 0.5191 -0.466 1.410 0.037
N 0.3370 1.0633 -1.0263 -3.172 1.298 0.129
C 1.3998 1.0588 -1.5453 0.162 -0.999 1.045
S 2.8497 0.5838 -1.6994 2.307 0.014 -1.136
H -0.5684 1.5074 -1.1836 0.669 -0.273 -0.131
```
Forces are in eV/Å.

Its spin multiplicity is 1. As for the SMILES: [NH3+][S-].N=C=S. As for the HOMO energy: -8.05 eV. For the HOMO-LUMO gap, the calculation gives 7.787 eV.

In the natural (NBO) picture, each atom carries the following charge in e:
1. N -0.868
2. S -0.409
3. H 0.430
4. H 0.413
5. H 0.436
6. N -0.685
7. C 0.209
8. S 0.042
9. H 0.433

# CH4N2S3

The molecule CH4N2S3 (ωB97M-V/def2-TZVPD, the OMol25 dataset).

```
10
Properties=species:S:1:pos:R:3:forces:R:3
N 0.2030 1.2203 -0.0502 -4.499 -0.774 -4.368
N -0.3699 0.0106 0.2996 -0.549 -0.992 0.617
S -1.2754 -0.0156 1.8262 -0.194 -1.443 -1.675
C -0.3504 -1.0930 -0.5101 -0.701 1.847 1.551
S -1.2230 -2.4617 -0.2131 -0.449 -0.342 0.831
S 0.4979 -0.9651 -1.9676 1.322 1.069 -1.234
H 0.8886 1.4367 0.5385 3.133 1.586 3.014
H -0.5600 1.9293 -0.2506 1.662 -1.024 0.717
H -1.7773 -1.3198 1.1659 0.210 0.804 1.029
H 0.7095 -2.2596 -1.9396 0.063 -0.732 -0.483
```
Forces are in eV/Å.

Its spin multiplicity is 1. As for the SMILES: NN(S)C(=S)S. As for the HOMO energy: -8.54 eV. For the HOMO-LUMO gap, the calculation gives 8.862 eV.

In the natural (NBO) picture, each atom carries the following charge in e:
1. N -0.641
2. N -0.358
3. S -0.002
4. C -0.119
5. S -0.070
6. S 0.142
7. H 0.365
8. H 0.378
9. H 0.162
10. H 0.143

# CH4N3

The ion CH4N3 with charge +1 (ωB97M-V/def2-TZVPD, the OMol25 dataset).

```
8
Properties=species:S:1:pos:R:3:forces:R:3
N 0.8660 1.5919 -1.5500 -6.576 -6.068 9.610
N 0.2422 1.0225 -0.6594 7.618 7.770 -11.144
C -0.5078 0.2097 0.1674 -3.211 -2.433 1.683
N 0.1940 -1.0185 0.4167 1.719 -0.845 -0.901
H -1.5346 -0.0544 -0.4464 2.313 1.077 1.215
H -0.7886 0.8461 1.0881 0.416 -1.121 -1.257
H 0.8897 -1.3281 -0.3235 -1.638 0.587 0.926
H 0.6392 -1.2691 1.3071 -0.641 1.032 -0.132
```
Forces are in eV/Å.

As for the net charge: +1. Its spin multiplicity is 1. As for the SMILES: N#[N+]CN. As for the HOMO energy: -15.68 eV. For the HOMO-LUMO gap, the calculation gives 8.552 eV.

In the natural (NBO) picture, each atom carries the following charge in e:
1. N 0.385
2. N 0.102
3. C -0.161
4. N -0.798
5. H 0.314
6. H 0.320
7. H 0.408
8. H 0.429

# CH4N3O

The ion CH4N3O with charge +1 (ωB97M-V/def2-TZVPD, the OMol25 dataset).

```
9
Properties=species:S:1:pos:R:3:forces:R:3
N -0.1155 -0.4715 1.5167 -1.087 -1.128 1.722
C 0.5064 -0.1557 0.4608 -0.437 2.201 -4.239
N -0.1382 0.4067 -0.5762 0.939 -0.526 0.192
N 0.4521 0.5657 -1.9648 -0.545 -0.218 -0.372
O -0.4126 0.6725 -2.7401 0.980 0.065 0.892
H 0.4616 -0.9060 2.2600 -1.293 0.327 -0.237
H -1.1773 -0.4310 1.4566 1.962 -0.282 0.994
H 1.5433 -0.2027 0.2056 0.906 -0.546 0.886
H -1.1197 0.5220 -0.6186 -1.427 0.108 0.162
```
Forces are in eV/Å.

As for the net charge: +1. Its spin multiplicity is 1. As for the SMILES: [NH2+]=CNN=O. As for the HOMO energy: -15.76 eV. For the HOMO-LUMO gap, the calculation gives 10.337 eV.

In the natural (NBO) picture, each atom carries the following charge in e:
1. N -0.673
2. C 0.390
3. N -0.489
4. N 0.358
5. O -0.155
6. H 0.464
7. H 0.454
8. H 0.255
9. H 0.398

# CH4N3O2

The ion CH4N3O2 with charge -1 (ωB97M-V/def2-TZVPD, the OMol25 dataset).

```
10
Properties=species:S:1:pos:R:3:forces:R:3
C -1.7395 0.2843 0.0206 -1.359 1.525 -0.565
N -0.4966 -0.2475 -0.1399 4.440 -2.076 -0.382
N 0.5382 0.5316 0.1581 -2.154 1.245 -0.105
N 1.7179 0.2237 0.1528 -1.526 -3.505 -0.377
O 2.7060 0.8729 0.3573 2.709 1.965 0.618
O 2.1242 -1.3390 0.0236 -1.275 0.872 -1.318
H -2.0787 1.1232 -0.6161 0.195 -0.019 -0.856
H -2.3691 -0.5533 -0.1337 -1.258 -0.581 -0.248
H -1.9954 0.7066 0.9523 -0.112 0.316 2.080
H 1.5930 -1.6024 -0.7749 0.341 0.257 1.153
```
Forces are in eV/Å.

As for the net charge: -1. Its spin multiplicity is 1. As for the SMILES: C/N=N/N([O-])O. As for the HOMO energy: -2.09 eV. For the HOMO-LUMO gap, the calculation gives 6.623 eV.

In the natural (NBO) picture, each atom carries the following charge in e:
1. C -0.404
2. N -0.567
3. N -0.079
4. N 0.445
5. O -0.536
6. O -0.742
7. H 0.113
8. H 0.180
9. H 0.137
10. H 0.452

# CH4N3P

A cluster of 2 separate species, CH4N3P in total (ωB97M-V/def2-TZVPD, the OMol25 dataset).

```
9
Properties=species:S:1:pos:R:3:forces:R:3
H -2.8496 -0.3261 1.2998 1.252 -0.226 -0.455
N -1.8750 -0.5094 0.9523 -1.790 0.505 0.957
P -1.8028 -0.5782 -0.5969 -0.012 -0.142 0.210
N -0.1798 -0.7406 -0.7955 0.734 1.132 3.797
H 0.4406 -0.7153 0.1168 -1.557 -0.409 -2.726
H 0.1246 -1.1732 -1.6000 1.317 -0.942 -1.818
C 1.9171 1.2986 0.3062 0.541 1.852 -1.612
N 2.7638 0.5552 0.5411 -0.693 -0.080 0.361
H 1.4611 2.1890 -0.2238 0.210 -1.690 1.286
```
Forces are in eV/Å.

Its spin multiplicity is 1. As for the SMILES: [H]/N=P/N.C#N. As for the HOMO energy: -9.52 eV. For the HOMO-LUMO gap, the calculation gives 10.173 eV.

In the natural (NBO) picture, each atom carries the following charge in e:
1. H 0.373
2. N -1.199
3. P 1.188
4. N -1.194
5. H 0.436
6. H 0.394
7. C 0.058
8. N -0.313
9. H 0.257

# CH4N3P

The molecule CH4N3P (ωB97M-V/def2-TZVPD, the OMol25 dataset).

```
9
Properties=species:S:1:pos:R:3:forces:R:3
C 0.0908 -0.2598 -1.0285 1.918 -0.372 0.047
N -1.1965 0.2226 -0.6699 -0.558 -0.009 0.572
N -1.1752 0.7492 0.4358 -2.645 0.937 0.444
N -0.2493 0.5401 1.3019 3.055 -3.276 -2.377
P 1.3616 -0.4754 0.3728 -2.191 3.469 -0.286
H 0.0734 -1.0586 -1.7046 -0.450 -1.826 -0.568
H 0.3815 0.4973 -1.7290 1.196 0.875 -0.147
H -0.1312 1.2550 1.9243 0.351 2.247 1.865
H 0.8449 -1.4702 1.0973 -0.677 -2.044 0.450
```
Forces are in eV/Å.

Its spin multiplicity is 1. As for the SMILES: C1N=NNP1. As for the HOMO energy: -9.05 eV. For the HOMO-LUMO gap, the calculation gives 9.148 eV.

In the natural (NBO) picture, each atom carries the following charge in e:
1. C -0.583
2. N -0.214
3. N 0.045
4. N -0.563
5. P 0.526
6. H 0.235
7. H 0.233
8. H 0.375
9. H -0.054

Energy above the lowest of the compared OMol25 structures with the same formula, charge and spin for the records above, in order: 95.5; 82.1; 161.4; 56.3; 37.8; 77.0; 73.6; 106.3; 23.5; 73.2 kcal/mol